Record 1
9 unconnected molecules or ions with the total composition C34H78N3O26S8 in a non-equilibrium geometry, computed with ωB97M-V/def2-TZVPD.

CARTESIAN COORDINATES (ANGSTROEM)
C: -4.825 -0.247 4.271
C: -3.913 -1.462 4.399
C: -2.448 -1.115 4.682
N: -1.930 -0.038 3.830
C: -0.558 -0.342 3.383
N: -0.511 -1.363 2.347
C: -1.000 -0.922 1.076
C: -0.180 -0.240 0.183
C: -0.719 0.180 -1.024
C: -2.050 -0.116 -1.301
N: -2.852 -0.791 -0.478
C: -2.321 -1.160 0.685
C: 0.153 0.941 2.921
O: -0.530 1.852 2.421
O: 1.386 0.987 3.064
H: -5.525 -0.391 3.452
H: -5.424 -0.080 5.164
H: -4.275 0.659 4.044
H: -3.939 -2.051 3.483
H: -4.258 -2.124 5.190
H: -1.873 -2.032 4.565
H: -2.367 -0.848 5.740
H: -1.836 0.781 4.413
H: 0.027 -0.712 4.232
H: -1.092 -2.145 2.625
H: 0.838 -0.022 0.458
H: -0.117 0.740 -1.720
H: -2.479 0.229 -2.232
H: -2.964 -1.699 1.369
O: 5.422 0.503 -2.849
S: 4.170 1.198 -2.843
O: 2.985 0.543 -2.390
O: 3.915 1.799 -4.293
C: 3.960 0.895 -5.419
C: 2.745 -0.006 -5.503
C: 4.334 2.725 -1.987
H: 4.885 0.315 -5.381
H: 4.013 1.540 -6.294
H: 2.701 -0.700 -4.666
H: 2.775 -0.584 -6.427
H: 1.828 0.585 -5.487
H: 5.220 3.240 -2.348
H: 4.434 2.483 -0.931
H: 3.437 3.315 -2.152
O: 2.869 1.971 -9.173
S: 1.662 1.217 -9.342
O: 1.597 -0.141 -8.898
O: 1.225 1.297 -10.866
C: 2.199 0.912 -11.865
C: 2.402 -0.587 -11.938
C: 0.307 2.105 -8.660
H: 3.137 1.435 -11.679
H: 1.805 1.282 -12.807
H: 2.851 -0.977 -11.026
H: 3.061 -0.825 -12.774
H: 1.449 -1.097 -12.079
H: 0.340 3.130 -9.016
H: 0.421 2.072 -7.578
H: -0.616 1.614 -8.954
O: 3.916 1.565 -14.408
S: 4.849 2.577 -14.803
O: 4.508 3.957 -14.660
O: 5.296 2.293 -16.301
C: 4.260 2.156 -17.298
C: 3.627 3.479 -17.680
C: 6.405 2.285 -14.038
H: 3.514 1.441 -16.946
H: 4.759 1.714 -18.157
H: 3.077 3.914 -16.848
H: 2.933 3.330 -18.507
H: 4.391 4.195 -17.982
H: 6.674 1.240 -14.168
H: 6.284 2.520 -12.983
H: 7.143 2.942 -14.488
O: -4.661 5.579 -1.229
S: -3.391 5.514 -1.889
O: -3.091 4.415 -2.755
O: -2.239 5.725 -0.840
C: -2.183 4.862 0.346
C: -1.701 3.463 0.057
C: -3.132 7.009 -2.788
H: -3.162 4.861 0.826
H: -1.489 5.367 1.013
H: -2.407 2.911 -0.564
H: -1.567 2.929 1.003
H: -0.744 3.485 -0.466
H: -3.343 7.853 -2.139
H: -3.818 6.995 -3.632
H: -2.104 7.030 -3.139
O: 1.976 5.697 4.517
S: 0.672 5.096 4.465
O: -0.215 5.457 3.399
O: -0.063 5.433 5.858
C: -0.120 6.807 6.258
C: -1.133 7.616 5.470
C: 0.773 3.362 4.636
H: 0.878 7.247 6.193
H: -0.401 6.783 7.311
H: -0.845 7.700 4.423
H: -1.212 8.622 5.886
H: -2.113 7.139 5.504
H: 1.423 3.144 5.481
H: 1.170 2.911 3.717
H: -0.229 2.977 4.799
O: -1.923 -4.106 6.165
S: -0.699 -4.692 6.625
O: -0.187 -5.874 6.001
O: -0.823 -4.940 8.195
C: -1.957 -5.702 8.660
C: -1.837 -7.184 8.372
C: 0.567 -3.474 6.669
H: -2.870 -5.287 8.232
H: -1.991 -5.528 9.733
H: -1.856 -7.383 7.302
H: -2.670 -7.715 8.832
H: -0.899 -7.581 8.763
H: 0.185 -2.586 7.165
H: 0.835 -3.250 5.639
H: 1.428 -3.880 7.191
O: 3.233 -3.422 5.211
S: 4.280 -2.646 4.609
O: 4.266 -1.225 4.708
O: 4.453 -3.097 3.102
C: 3.287 -3.090 2.232
C: 2.852 -1.712 1.787
C: 5.838 -3.236 5.182
H: 2.474 -3.621 2.730
H: 3.591 -3.688 1.375
H: 2.485 -1.108 2.617
H: 2.045 -1.813 1.068
H: 3.680 -1.170 1.327
H: 5.865 -4.318 5.095
H: 5.926 -2.935 6.224
H: 6.622 -2.773 4.590
O: -5.234 -7.313 9.299
S: -6.476 -6.607 9.381
O: -6.482 -5.199 9.619
O: -7.396 -7.329 10.460
C: -6.847 -7.531 11.780
C: -6.791 -6.255 12.598
C: -7.459 -6.958 7.967
H: -5.864 -7.996 11.694
H: -7.513 -8.252 12.250
H: -6.091 -5.539 12.173
H: -6.472 -6.484 13.615
H: -7.771 -5.779 12.631
H: -7.473 -8.031 7.802
H: -6.991 -6.448 7.127
H: -8.460 -6.569 8.133

The calculation puts the energy above the lowest of the compared OMol25 structures with the same formula, charge and spin at 0.0 kcal per mole. The calculated total energy comes out at -180909.3647 eV. Its total charge is -1.

Record 2
A molecular structure, C13H35Br2GaNO3S3 in a non-equilibrium geometry, computed with ωB97M-V/def2-TZVPD.

CARTESIAN COORDINATES (ANGSTROEM)
C: 1.887 1.549 0.966
C: 2.747 0.373 0.421
C: 2.571 0.112 -1.087
C: 1.117 -0.241 -1.521
N: 0.488 -1.321 -0.769
Ga: -1.392 -1.043 -0.378
C: -1.913 0.933 -0.065
Br: -3.730 0.883 0.783
C: -2.020 1.802 -1.400
C: -0.984 2.971 -1.389
Br: -3.813 2.700 -1.527
H: 1.929 2.456 0.352
H: 0.869 1.176 1.136
H: 2.289 1.793 1.968
H: 2.464 -0.511 1.015
H: 3.811 0.578 0.639
H: 3.278 -0.654 -1.453
H: 2.836 1.048 -1.624
H: 1.190 -0.583 -2.583
H: 0.540 0.704 -1.547
H: 1.033 -1.594 0.038
H: -1.772 -1.848 0.978
H: -2.274 -1.703 -1.553
H: -1.291 1.486 0.652
H: -1.932 1.157 -2.279
H: -0.188 2.704 -0.674
H: -0.478 2.980 -2.378
H: -1.423 3.936 -1.127
C: -8.195 -2.293 2.397
S: -6.439 -2.232 1.979
O: -5.822 -3.485 2.499
C: -6.025 -0.910 3.127
H: -8.656 -3.089 1.816
H: -8.316 -2.500 3.461
H: -8.661 -1.340 2.142
H: -6.289 -1.207 4.143
H: -6.564 -0.004 2.846
H: -4.954 -0.724 3.066
C: 3.526 2.585 -5.146
S: 1.921 3.228 -4.634
O: 1.941 3.327 -3.149
C: 0.980 1.750 -5.060
H: 4.280 3.340 -4.930
H: 3.752 1.673 -4.593
H: 3.510 2.384 -6.218
H: 1.371 0.892 -4.511
H: 1.047 1.576 -6.134
H: -0.059 1.917 -4.782
C: 3.658 -1.650 4.327
S: 3.980 -2.265 2.663
O: 2.707 -2.838 2.150
C: 5.018 -3.648 3.176
H: 2.985 -0.798 4.249
H: 3.190 -2.431 4.926
H: 4.596 -1.333 4.785
H: 4.461 -4.299 3.850
H: 5.912 -3.266 3.672
H: 5.306 -4.204 2.287

The calculated total energy comes out at -246645.4620 eV. Its total charge is -1.

Record 3
C8H12N2O2 in the gas phase in a non-equilibrium geometry, computed with ωB97M-V/def2-TZVPD.

CARTESIAN COORDINATES (ANGSTROEM)
C: 3.115 -2.188 1.388
C: 2.441 -1.970 0.265
C: 1.632 -1.165 -0.901
N: 0.678 -0.149 -0.358
C: 1.360 0.984 0.343
N: 1.345 2.284 -0.420
C: -0.311 0.301 -1.356
O: -0.198 0.235 -2.621
O: -1.567 0.827 -0.831
C: -2.549 -0.282 -0.764
C: -3.337 -0.110 0.641
C: -2.590 0.300 1.832
H: 3.742 -2.347 2.351
H: 1.023 -1.965 -1.477
H: 2.373 -0.672 -1.655
H: 2.484 0.764 0.576
H: 0.858 1.121 1.379
H: 2.072 2.867 0.061
H: 1.718 2.165 -1.382
H: -1.988 -1.303 -0.819
H: -3.310 -0.223 -1.634
H: -4.458 -0.346 0.729
H: -2.128 -0.527 2.494
H: -2.405 1.396 2.160

The calculation puts the energy above the lowest of the compared OMol25 structures with the same formula, charge and spin at 263.9 kcal per mole. The calculated total energy comes out at -15555.4657 eV. Its total charge is 0.

Record 4
C4H4BrN in the gas phase in a non-equilibrium geometry, computed with ωB97M-V/def2-TZVPD.

CARTESIAN COORDINATES (ANGSTROEM)
C: 1.773 -0.029 -0.416
C: -1.414 -0.822 -0.101
C: -0.543 -0.009 0.535
C: 0.704 0.860 -0.431
N: 2.753 -0.607 -0.435
Br: -0.685 0.477 2.337
H: -2.225 -1.183 0.482
H: -1.446 -1.384 -0.973
H: 0.880 1.689 0.338
H: 0.203 1.008 -1.336

The calculation puts the energy above the lowest of the compared OMol25 structures with the same formula, charge and spin at 29.5 kcal per mole. As for the spin multiplicity: 3. The calculated total energy comes out at -75738.8915 eV. Its total charge is 0.

Record 5
2 unconnected molecules or ions with the total composition CCl3F2P in a non-equilibrium geometry, computed with ωB97M-V/def2-TZVPD.

CARTESIAN COORDINATES (ANGSTROEM)
C: 0.872 0.611 -1.200
F: -0.526 -1.676 2.582
F: -2.391 -0.567 1.476
P: -0.833 -0.175 1.844
Cl: 1.061 2.281 -1.663
Cl: -0.494 -0.146 -1.828
Cl: 2.310 -0.328 -1.210

The calculation puts the energy above the lowest of the compared OMol25 structures with the same formula, charge and spin at 65.0 kcal per mole. The calculated total energy comes out at -53326.6663 eV. Its total charge is 0.

Record 6
2 unconnected molecules or ions with the total composition C2HClN2O in a non-equilibrium geometry, computed with ωB97M-V/def2-TZVPD.

CARTESIAN COORDINATES (ANGSTROEM)
N: -1.704 0.717 2.027
C: -1.536 0.635 0.864
C: -1.293 0.517 -0.456
N: -1.114 0.273 -1.612
O: -0.830 0.221 -2.734
Cl: 2.793 -1.510 0.668
H: 3.684 -0.853 1.243

The calculation puts the energy above the lowest of the compared OMol25 structures with the same formula, charge and spin at 78.5 kcal per mole. The calculated total energy comes out at -19636.5085 eV. Its total charge is 0.

Record 7
A molecular structure, C28H19Cl2PSY in a non-equilibrium geometry, computed with ωB97M-V/def2-TZVPD.

CARTESIAN COORDINATES (ANGSTROEM)
Y: 6.688 -15.880 -6.072
C: 14.143 -14.612 -7.324
C: 13.612 -14.247 -6.094
C: 12.269 -13.841 -5.942
C: 11.399 -13.846 -7.096
C: 11.991 -14.124 -8.325
C: 13.336 -14.508 -8.465
P: 9.659 -13.594 -6.848
C: 9.143 -15.232 -6.320
C: 9.130 -15.610 -4.942
C: 8.597 -16.862 -4.618
C: 8.459 -17.850 -5.649
C: 8.914 -17.574 -6.943
C: 9.279 -16.256 -7.271
C: 8.917 -13.504 -8.536
C: 9.550 -12.634 -9.422
C: 9.153 -12.538 -10.776
C: 8.128 -13.265 -11.317
C: 7.420 -14.135 -10.380
C: 6.325 -14.882 -10.950
C: 5.336 -15.310 -10.137
C: 5.579 -15.155 -8.744
C: 6.810 -14.865 -8.201
C: 7.733 -14.162 -8.974
H: 15.179 -14.839 -7.446
H: 14.227 -14.120 -5.159
H: 11.928 -13.399 -4.975
H: 11.380 -14.191 -9.273
H: 13.714 -14.810 -9.434
H: 9.563 -14.946 -4.184
H: 8.265 -17.137 -3.593
H: 8.200 -18.872 -5.449
H: 8.919 -18.375 -7.690
H: 9.423 -15.952 -8.289
H: 10.468 -12.125 -9.114
H: 9.747 -11.844 -11.390
H: 7.733 -13.087 -12.279
H: 6.361 -14.820 -12.035
H: 4.444 -15.760 -10.534
H: 4.669 -15.400 -8.117
Cl: 4.354 -17.237 -5.505
C: 3.403 -15.671 -5.174
C: 2.073 -15.861 -5.517
C: 1.125 -14.964 -5.015
C: 1.527 -13.858 -4.260
C: 2.882 -13.601 -4.088
Cl: 3.193 -12.093 -3.235
C: 3.902 -14.473 -4.639
S: 5.630 -14.167 -4.300
H: 1.781 -16.805 -6.028
H: 0.060 -14.988 -5.291
H: 0.835 -13.130 -3.853

The calculated total energy comes out at -75549.3530 eV. Its total charge is +1.

Record 8
A molecular structure, C57H48F2N4O3P2STc in a non-equilibrium geometry, computed with ωB97M-V/def2-TZVPD.

CARTESIAN COORDINATES (ANGSTROEM)
Tc: 1.018 0.858 -0.299
O: 3.402 3.338 -0.284
S: 1.989 2.857 -0.257
C: 0.900 3.656 1.013
C: 0.613 4.991 0.853
C: -0.034 5.708 1.865
C: -0.370 5.083 3.058
C: -0.980 5.634 4.305
C: -1.260 4.283 5.220
C: -0.490 3.183 4.460
C: -0.110 1.935 4.891
C: 0.666 1.218 4.021
C: 1.001 1.653 2.692
P: 2.190 0.619 1.738
C: 3.904 1.269 1.913
C: 4.844 0.747 1.030
C: 6.134 1.279 0.989
C: 6.464 2.234 1.951
C: 5.530 2.741 2.850
C: 4.228 2.302 2.796
C: 2.104 -1.065 2.293
C: 3.307 -1.756 2.451
C: 3.263 -3.162 2.372
C: 2.053 -3.843 2.562
C: 0.846 -3.098 2.633
C: 0.898 -1.727 2.687
C: 0.708 2.983 2.262
C: -0.050 3.726 3.231
C: 1.559 3.199 -1.948
C: 2.592 3.496 -2.818
C: 2.365 4.197 -3.978
C: 1.098 4.720 -4.258
C: 0.686 5.534 -5.400
C: -0.846 5.758 -5.151
C: -1.191 4.999 -3.902
C: -2.287 4.720 -3.137
C: -2.188 3.773 -2.083
C: -1.040 2.985 -1.824
P: -1.145 1.293 -1.215
C: -2.414 1.197 0.045
C: -2.160 0.687 1.344
C: -3.130 0.732 2.301
C: -4.373 1.249 1.937
C: -4.738 1.366 0.613
C: -3.721 1.302 -0.348
C: -1.630 0.184 -2.664
C: -2.026 -1.131 -2.455
C: -2.193 -1.959 -3.554
C: -2.059 -1.572 -4.882
C: -1.650 -0.239 -5.070
C: -1.501 0.632 -4.004
C: 0.228 3.523 -2.308
C: 0.067 4.439 -3.434
H: 0.938 5.453 -0.058
H: -0.213 6.811 1.701
H: -1.914 6.182 4.050
H: -0.297 6.435 4.784
H: -2.335 4.037 5.202
H: -0.866 4.370 6.228
H: -0.405 1.554 5.879
H: 1.065 0.205 4.253
H: 4.458 -0.087 0.444
H: 6.750 0.846 0.253
H: 7.563 2.491 2.109
H: 5.778 3.515 3.605
H: 3.501 2.613 3.566
H: 4.261 -1.265 2.436
H: 4.148 -3.699 2.109
H: 2.061 -4.899 2.508
H: -0.138 -3.628 2.693
H: 0.048 -1.153 2.996
H: 3.653 3.259 -2.485
H: 3.221 4.256 -4.703
H: 0.807 5.093 -6.391
H: 1.115 6.561 -5.484
H: -1.432 5.468 -6.001
H: -1.060 6.864 -5.027
H: -3.271 5.060 -3.333
H: -3.129 3.684 -1.507
H: -1.119 0.491 1.641
H: -2.949 0.429 3.310
H: -5.035 1.514 2.775
H: -5.785 1.421 0.322
H: -3.987 1.341 -1.375
H: -2.086 -1.568 -1.428
H: -2.288 -3.037 -3.246
H: -2.228 -2.157 -5.792
H: -1.518 0.110 -6.049
H: -1.503 1.709 -4.208
C: -3.454 -6.738 1.000
N: -2.782 -5.445 0.604
C: -2.153 -5.333 -0.664
C: -2.960 -4.289 1.300
C: -3.501 -4.379 2.702
O: -2.568 -3.237 0.752
H: -4.139 -6.991 0.205
H: -3.960 -6.612 1.955
H: -2.674 -7.472 1.000
H: -1.817 -6.315 -0.998
H: -1.269 -4.679 -0.562
H: -2.831 -4.896 -1.446
H: -4.504 -4.691 2.617
H: -3.501 -3.330 3.161
H: -2.983 -5.119 3.340
N: 1.636 -8.741 -3.526
C: 0.950 -8.242 -2.436
O: 0.523 -7.092 -2.405
C: 0.679 -9.261 -1.442
C: 1.634 -10.280 -1.290
N: 2.528 -11.024 -1.126
C: -0.267 -9.212 -0.433
N: -1.098 -9.276 0.360
H: 1.937 -8.065 -4.246
H: 2.017 -9.654 -3.593
F: 2.406 0.060 -2.748
C: 1.810 -0.388 -1.638
F: 2.572 -1.423 -1.209
H: 0.888 -0.885 -2.112

As for the spin multiplicity: 4. The calculated total energy comes out at -109016.6511 eV. Its total charge is +2.